Entry 1:
The following is a DFT calculation (ωB97M-V/def2-TZVPD) of C12H22ClNaO16 as an isolated structure at a distorted geometry.

Values from the calculation:
- DFT total energy: -62487.94192 eV
- Highest occupied orbital energy: -7.06 eV
- Orbital gap: 3.727 eV
- Molecular weight: 480.73 g mol⁻¹

```
52
Properties=species:S:1:pos:R:3:forces:R:3:lowdin_charge:R:1
Na 0.375 -1.451 0.956 -0.2 -0.1 -0.1 0.972
Cl -3.305 -7.713 -1.032 0.1 -0.1 1.8 0.588
O -2.582 -6.500 -0.732 -0.9 1.7 0.2 -0.426
O -3.920 -8.253 0.167 -0.6 0.7 -0.1 -0.399
O -4.293 -7.535 -2.066 0.3 0.2 0.1 -0.375
O -2.280 -8.608 -1.378 1.3 -2.3 -1.8 -0.384
C 6.497 -3.015 -1.852 1.2 -2.8 -0.6 -0.152
C 5.132 -3.682 -2.090 -0.4 0.2 0.8 -0.128
O 4.328 -2.605 -2.539 1.5 1.5 -0.4 0.021
C 5.226 -1.616 -2.995 -1.5 0.0 -1.8 -0.487
O 4.877 -0.835 -3.837 0.9 -0.4 1.6 0.160
O 6.493 -1.794 -2.505 -2.4 1.7 -0.2 0.069
H 7.255 -3.522 -2.449 0.2 -0.8 0.7 0.135
H 6.766 -3.039 -0.796 0.1 0.7 -0.1 0.131
H 4.697 -4.024 -1.150 0.1 -0.3 -0.1 0.123
H 5.097 -4.484 -2.827 0.3 0.0 0.0 0.134
C -4.179 -2.059 5.384 0.3 -1.8 -0.5 -0.044
O -3.540 -1.075 6.171 -0.6 0.7 -0.3 0.021
C -3.055 -0.030 5.521 1.5 1.8 0.4 -0.590
O -2.699 0.084 4.370 -0.6 -0.7 0.2 0.103
O -2.880 0.953 6.437 -0.6 -0.5 0.7 -0.011
C -2.211 2.160 6.097 0.2 0.0 -1.1 -0.046
H -5.130 -1.812 4.913 0.0 0.7 0.4 0.105
H -4.320 -2.906 6.055 -0.2 0.2 0.0 0.101
H -3.525 -2.420 4.590 0.1 0.2 0.0 0.091
H -2.483 2.980 6.763 -0.2 -0.5 0.2 0.096
H -2.483 2.446 5.081 0.1 0.1 0.0 0.089
H -1.132 2.010 6.134 0.0 0.0 0.1 0.094
C 1.874 5.468 0.415 -1.7 -1.9 0.7 -0.048
O 3.251 5.250 0.520 0.3 2.4 -1.1 0.019
C 3.795 4.116 0.881 -2.2 -0.5 0.3 -0.650
O 3.197 3.069 0.981 0.6 -0.3 0.1 0.107
O 5.021 4.405 1.163 0.6 1.5 0.6 0.026
C 5.859 3.446 1.711 1.1 -1.2 -1.0 -0.041
H 1.382 4.514 0.221 0.0 -0.2 -0.3 0.084
H 1.503 6.154 -0.346 1.0 0.2 0.0 0.100
H 1.467 5.724 1.393 0.2 0.5 0.0 0.099
H 6.128 2.887 0.815 0.5 -0.9 0.5 0.104
H 5.406 2.807 2.470 -0.1 0.2 -0.1 0.102
H 6.758 3.957 2.055 -0.3 0.0 0.2 0.103
C -2.033 2.310 -5.277 0.1 1.9 0.9 -0.060
O -3.411 2.027 -5.204 -1.2 -1.6 0.4 -0.017
C -3.893 1.081 -4.339 -0.6 -0.4 -1.4 -0.561
O -3.300 0.408 -3.548 0.6 0.7 0.4 0.138
O -5.197 0.897 -4.655 0.2 1.5 -0.5 -0.021
C -6.134 0.603 -3.629 -0.3 -0.2 0.2 -0.047
H -1.382 1.710 -5.913 -0.5 -0.5 0.3 0.101
H -1.679 2.497 -4.263 0.5 -0.7 0.0 0.092
H -2.059 3.326 -5.669 0.3 -0.1 -0.5 0.092
H -7.149 0.642 -4.024 0.3 -0.8 -0.8 0.092
H -6.271 1.420 -2.921 1.1 -0.1 0.5 0.094
H -5.856 -0.373 -3.230 -0.5 0.2 0.5 0.102
```
Forces are in eV/Å.


Entry 2:
The following is a DFT calculation (ωB97M-V/def2-TZVPD) of C12H22HfO5S as an isolated structure at a distorted geometry.

Values from the calculation:
- DFT total energy: -35121.44495 eV
- Net charge: +4
- Highest occupied orbital energy: -21.03 eV
- Orbital gap: 3.976 eV
- Molecular weight: 456.86 g mol⁻¹

```
41
Properties=species:S:1:pos:R:3:forces:R:3:lowdin_charge:R:1
C 1.455 2.046 2.225 0.1 0.3 0.2 -0.122
C -0.044 2.467 2.302 1.2 0.0 0.0 -0.393
S -1.198 1.367 1.368 1.0 0.4 -0.4 1.241
C -0.146 0.032 0.731 -0.7 -0.2 0.2 -0.351
C -0.929 -1.059 -0.092 -0.5 1.2 2.7 -0.337
C -0.330 -2.448 0.398 -0.2 -0.7 -2.9 -0.081
O -0.711 -2.793 1.751 1.2 0.3 0.4 -0.116
C 0.350 -3.075 2.605 0.6 1.7 -0.8 -0.156
C -2.475 -1.183 0.034 -1.0 -0.4 -1.5 -0.028
O -2.797 -1.829 -1.255 1.2 0.2 -0.5 0.084
C -1.828 -1.671 -2.217 -1.7 1.0 3.6 -0.339
O -1.757 -2.175 -3.236 0.5 -1.0 -2.8 0.361
C -0.752 -0.628 -1.577 1.4 -0.2 1.2 -0.139
O -1.167 0.668 -1.855 0.1 -1.6 -0.6 0.018
C -0.527 1.224 -3.018 -0.2 0.3 0.2 0.013
C 0.553 2.336 -2.487 0.9 0.0 -0.2 -0.291
C 1.995 1.782 -2.324 -0.1 0.2 0.5 -0.015
O 0.037 2.942 -1.316 0.9 -0.2 -0.3 0.007
H 1.644 1.112 2.807 -0.1 0.6 -0.6 0.085
H 2.092 2.831 2.700 -0.7 -0.5 -0.3 0.119
H 1.841 1.950 1.180 -0.4 0.0 0.8 0.074
H -0.182 3.535 1.995 -0.3 -0.8 0.0 0.124
H -0.360 2.423 3.383 -0.3 -0.1 -0.9 0.129
H 0.389 -0.446 1.582 -0.3 0.4 -0.4 0.101
H 0.612 0.499 0.063 -0.2 -0.2 0.7 0.090
H -0.770 -3.240 -0.262 0.4 0.5 0.6 0.171
H 0.766 -2.443 0.202 -0.6 -0.1 0.6 0.158
H 0.560 -2.205 3.282 -0.4 -1.0 0.1 0.127
H 0.042 -4.019 3.253 -0.3 0.2 -0.3 -0.104
H 1.317 -3.328 2.108 -0.7 -0.2 0.1 0.127
H -3.111 -0.271 0.019 0.8 -0.3 0.4 0.150
H -2.884 -1.912 0.765 0.6 0.7 -0.1 0.164
H 0.331 -0.811 -1.777 -0.9 0.0 -1.1 0.193
H -0.017 0.396 -3.563 -0.1 0.9 0.2 0.163
H -1.279 1.747 -3.651 0.3 -0.4 0.7 0.177
H 0.589 3.105 -3.311 -0.5 -0.7 0.5 0.196
H 2.639 2.639 -1.997 -0.3 -0.6 -0.4 0.120
H 2.421 1.353 -3.257 -0.4 0.5 0.5 0.118
H 2.101 1.000 -1.531 -0.2 0.5 -0.5 0.075
H 0.818 3.224 -0.802 -0.4 0.1 -0.1 0.117
Hf 0.712 -5.146 4.773 0.1 -0.5 0.4 1.971
```
Forces are in eV/Å.


Entry 3:
The following is a DFT calculation (ωB97M-V/def2-TZVPD) of one molecule with the formula C12H22N2O5.

Values from the calculation:
- DFT total energy: -26019.46158 eV
- Highest occupied orbital energy: -9.15 eV
- Orbital gap: 9.863 eV
- Structure (SMILES): CCOC(=O)C(NC=O)(NC(C)(C)C)C(=O)OCC
- Molecular weight: 274.32 g mol⁻¹
- Relative energy (zero: lowest compared OMol25 entry of this formula, charge and spin): 107.4 kJ/mol

```
41
Properties=species:S:1:pos:R:3:forces:R:3:lowdin_charge:R:1
C -3.773 -1.923 -0.036 0.4 0.0 0.0 -0.053
C -2.442 -2.623 -0.264 -0.4 -0.3 0.2 -0.186
O -1.385 -1.663 -0.403 0.0 0.0 -0.4 0.038
C -0.803 -1.237 0.695 0.2 0.2 0.3 -0.434
O -1.035 -1.614 1.815 -0.1 -0.1 0.0 0.135
C 0.294 -0.192 0.380 0.1 0.1 0.3 -0.272
N 0.547 0.498 1.646 -0.3 -0.5 -0.3 0.134
C 0.726 1.824 1.765 0.1 -0.1 0.9 -0.344
O 0.812 2.609 0.855 0.1 0.5 -0.4 0.041
N 1.387 -0.947 -0.162 -0.2 -0.3 -0.1 0.096
C 2.758 -0.442 -0.322 0.3 0.1 -0.1 -0.590
C 3.467 -1.521 -1.150 -0.1 0.2 0.1 -0.045
C 2.788 0.876 -1.086 -0.1 -0.2 0.0 -0.030
C 3.483 -0.287 1.025 -0.1 0.1 -0.2 -0.038
C -0.367 0.776 -0.626 0.1 -0.1 -0.3 -0.448
O -0.057 0.933 -1.768 0.0 0.0 0.0 0.155
O -1.448 1.298 -0.048 -0.3 0.0 0.3 -0.007
C -2.184 2.243 -0.832 -0.2 0.2 -0.3 -0.200
C -3.479 2.558 -0.108 0.4 -0.2 0.0 -0.056
H -3.744 -1.365 0.897 0.0 0.0 0.1 0.080
H -3.978 -1.237 -0.854 -0.1 0.1 -0.1 0.078
H -4.569 -2.660 0.018 -0.1 -0.1 0.0 0.079
H -2.442 -3.181 -1.202 0.1 0.1 0.1 0.128
H -2.210 -3.290 0.572 0.0 0.1 -0.2 0.124
H 0.386 -0.070 2.468 0.0 0.2 0.0 0.143
H 0.821 2.130 2.824 0.0 0.0 -0.1 0.143
H 1.443 -1.851 0.296 -0.1 0.1 0.0 0.132
H 4.477 -1.204 -1.395 0.2 0.0 0.0 0.082
H 3.523 -2.458 -0.600 0.0 -0.2 0.1 0.079
H 2.918 -1.690 -2.072 0.0 0.0 -0.1 0.086
H 3.821 1.175 -1.247 0.1 0.0 0.0 0.090
H 2.284 1.666 -0.538 0.0 0.1 0.0 0.064
H 2.295 0.762 -2.045 0.0 0.0 -0.1 0.082
H 4.547 -0.146 0.855 0.1 0.0 0.0 0.082
H 3.350 -1.178 1.639 0.0 -0.1 0.1 0.082
H 3.111 0.574 1.574 0.0 0.0 0.1 0.064
H -1.565 3.138 -0.952 0.0 -0.1 0.0 0.134
H -2.366 1.810 -1.822 0.0 0.1 0.1 0.128
H -4.049 3.284 -0.680 -0.1 0.1 0.0 0.078
H -3.265 2.969 0.874 0.0 0.1 0.1 0.079
H -4.074 1.656 0.014 -0.1 -0.1 0.0 0.069
```
Forces are in eV/Å.


Entry 4:
The following is a DFT calculation (ωB97M-V/def2-TZVPD) of one molecule with the formula C12H22N2O6.

Values from the calculation:
- DFT total energy: -28065.16215 eV
- Highest occupied orbital energy: -9.57 eV
- Orbital gap: 10.241 eV
- Structure (SMILES): O=C1COCCOCCOCCOCC(=O)NCCN1
- Molecular weight: 290.32 g mol⁻¹
- Relative energy (zero: lowest compared OMol25 entry of this formula, charge and spin): 26.0 kJ/mol

```
42
Properties=species:S:1:pos:R:3:forces:R:3:lowdin_charge:R:1
O -1.285 3.905 -0.822 -0.2 0.3 -0.2 0.067
C -1.104 2.772 -0.432 -0.1 -0.3 0.3 -0.478
C -2.256 1.844 -0.035 -0.2 0.1 -0.1 -0.101
O -1.844 0.714 0.700 0.0 0.0 -0.1 -0.198
C -1.735 0.929 2.097 0.2 -0.2 0.4 -0.167
C -1.084 -0.293 2.762 -0.2 0.4 -0.2 -0.182
O -1.955 -1.380 2.943 -0.1 0.0 0.2 -0.132
C -2.307 -2.107 1.779 0.0 -0.2 -0.2 -0.161
C -1.217 -3.099 1.311 -0.1 0.1 0.2 -0.165
O -0.912 -2.997 -0.062 0.0 0.0 -0.4 -0.131
C -0.056 -1.924 -0.388 0.2 0.1 -0.1 -0.189
C 0.160 -1.935 -1.904 -0.4 -0.4 0.3 -0.162
O 1.018 -0.913 -2.360 0.2 0.3 0.1 -0.143
C 2.389 -1.104 -2.066 0.0 -0.1 -0.1 -0.114
C 2.825 -0.514 -0.721 -0.1 -0.3 -0.2 -0.483
O 3.282 -1.203 0.170 0.2 -0.3 0.1 0.053
N 2.685 0.817 -0.567 -0.1 0.5 0.4 0.076
C 2.201 1.803 -1.507 0.0 0.3 -0.2 -0.161
C 1.324 2.820 -0.778 0.0 0.1 -0.2 -0.150
N 0.108 2.197 -0.319 0.3 -0.4 0.0 0.082
H -3.018 2.421 0.500 0.1 0.0 -0.1 0.137
H -2.701 1.465 -0.961 0.0 0.1 0.1 0.143
H -2.732 1.090 2.528 0.1 0.0 0.0 0.138
H -1.117 1.815 2.296 0.0 0.0 0.0 0.131
H -0.194 -0.583 2.187 0.0 0.0 0.0 0.120
H -0.774 -0.010 3.771 0.1 0.1 -0.1 0.133
H -3.211 -2.649 2.062 0.1 0.0 -0.1 0.126
H -2.551 -1.430 0.955 0.0 -0.1 0.0 0.117
H -1.560 -4.127 1.446 0.0 0.1 0.1 0.125
H -0.312 -2.957 1.919 -0.1 0.0 0.0 0.130
H -0.505 -0.965 -0.098 0.1 -0.1 0.0 0.103
H 0.906 -2.045 0.133 -0.1 0.0 0.0 0.124
H -0.795 -1.759 -2.405 0.1 -0.1 0.0 0.135
H 0.537 -2.921 -2.202 0.0 0.1 0.0 0.133
H 2.642 -2.170 -2.058 0.0 0.1 0.1 0.137
H 2.952 -0.612 -2.866 0.0 -0.1 0.1 0.135
H 3.041 1.178 0.310 0.0 -0.2 -0.1 0.153
H 1.617 1.301 -2.278 0.1 0.1 0.0 0.118
H 3.046 2.326 -1.974 -0.1 0.0 0.0 0.126
H 1.876 3.242 0.073 0.0 0.1 -0.1 0.125
H 1.039 3.640 -1.442 0.1 -0.1 0.1 0.126
H 0.153 1.227 -0.039 -0.1 0.1 0.0 0.123
```
Forces are in eV/Å.


Entry 5:
The following is a DFT calculation (ωB97M-V/def2-TZVPD) of C12H23AlBr2Cl3CsKN6O16SV as an isolated structure at a distorted geometry.

Values from the calculation:
- DFT total energy: -292125.81391 eV
- Highest occupied orbital energy: -6.47 eV
- Orbital gap: 1.488 eV
- Molecular weight: 1055.51 g mol⁻¹

```
67
Properties=species:S:1:pos:R:3:forces:R:3:lowdin_charge:R:1
C -3.523 -2.937 2.567 0.3 0.8 0.2 -0.089
C -4.323 -1.619 2.912 -0.2 -0.3 -0.6 -0.213
C -4.977 -0.941 1.628 -0.1 -0.8 1.8 -0.149
N -3.939 -0.711 0.549 -1.6 0.9 1.3 -0.184
N -2.973 0.113 1.120 1.6 0.2 -0.6 0.078
C -1.778 0.126 0.510 4.0 0.1 -0.7 -0.222
N -0.604 0.936 0.875 -3.6 0.6 -1.1 0.116
C 0.018 1.365 -0.445 1.0 -0.8 -0.4 -0.182
C 1.580 1.125 -0.166 -0.6 0.6 -0.4 -0.354
C 2.350 2.403 0.453 0.4 -0.8 4.2 -0.626
O 2.705 2.455 1.705 -1.6 -0.3 -6.3 -0.133
Br 2.737 3.895 -0.817 -2.6 -2.5 -0.4 0.691
C -0.770 0.454 -1.510 -0.4 0.8 -0.3 -0.185
C -0.114 0.066 -2.914 -0.2 0.9 0.1 -0.173
N -0.817 0.793 -3.987 0.4 -0.2 1.6 0.048
N -1.429 -0.634 -0.691 -0.9 0.0 2.0 -0.129
C -0.473 -1.783 -0.540 0.9 -1.3 -0.6 -0.183
O -0.557 -2.503 0.726 2.4 0.9 0.1 -0.053
C 0.737 -2.903 1.223 2.9 -2.6 -0.1 -0.442
C 1.026 -2.699 2.822 -1.0 0.1 -1.1 -0.027
O 1.672 -3.424 0.511 -5.4 2.4 2.4 -0.137
H -3.920 -3.457 1.651 0.2 0.3 1.1 0.073
H -2.466 -2.640 2.351 -0.8 -0.4 0.1 0.046
H -3.495 -3.609 3.461 -0.1 0.4 -1.0 0.092
H -3.659 -0.893 3.458 -0.6 -0.7 -0.5 0.105
H -5.172 -1.835 3.608 0.6 0.2 -0.6 0.121
H -5.389 0.042 1.987 0.2 -0.7 -0.8 0.135
H -5.803 -1.605 1.269 0.8 0.7 -0.1 0.139
H -4.450 -0.211 -0.224 0.0 0.6 0.6 0.080
H -3.110 0.706 1.937 -0.6 -0.3 -0.3 0.182
H -0.963 1.791 1.316 0.4 -0.3 0.5 0.143
H -0.214 2.406 -0.803 0.4 -0.8 0.8 0.167
H 1.637 0.206 0.574 -3.2 6.1 -1.7 -0.203
H 2.172 0.789 -1.117 -1.2 1.0 1.3 0.098
H -1.659 1.106 -1.743 1.0 -0.6 -0.1 0.157
H 0.944 0.444 -2.892 -0.8 -0.4 -0.1 0.122
H -0.085 -1.031 -3.119 -0.2 0.8 0.3 0.128
H -0.795 1.781 -3.700 0.1 -0.1 -0.9 0.081
H -1.810 0.536 -4.027 0.4 0.0 -0.5 0.068
H 0.580 -1.423 -0.715 -1.2 -0.3 0.1 0.087
H -0.702 -2.525 -1.355 0.2 0.8 0.6 0.127
H 1.863 -1.923 3.040 -1.4 -1.4 -0.5 -0.071
H 1.291 -3.686 3.285 0.0 0.9 -0.8 0.112
H 0.098 -2.344 3.331 0.7 -0.1 -0.5 0.080
Cl 3.640 6.126 -1.958 -1.7 2.8 -0.3 0.043
N 1.075 4.850 -3.788 -0.5 0.1 0.0 -0.642
O 2.006 4.027 -3.785 0.6 -0.5 0.2 -0.123
O -0.096 4.467 -3.674 -0.2 -0.2 0.4 -0.025
O 1.332 6.060 -3.881 0.2 0.0 -0.1 -0.116
K 4.529 4.323 1.035 2.0 0.8 1.9 0.788
Cs 2.900 -1.059 0.569 6.7 -4.6 0.9 1.575
O 7.618 -5.303 2.409 0.3 0.0 0.2 -0.232
S 8.086 -4.030 1.840 0.2 0.1 -0.1 0.233
O 8.425 -3.088 2.919 -0.4 -0.1 0.2 -0.253
O 7.018 -3.449 1.010 -0.1 0.4 -0.2 -0.307
O 9.283 -4.277 1.023 -0.3 -0.2 -0.1 -0.236
Al -3.410 -1.814 -1.115 0.4 -1.0 -1.0 0.819
Br 2.852 -0.292 4.675 -0.9 0.6 1.3 0.371
Cl 1.898 7.727 -1.595 2.1 -1.8 -0.1 0.127
O 1.559 0.346 6.402 1.1 -0.6 -1.9 -0.857
V 0.186 0.730 7.429 -3.4 1.0 3.1 0.887
O -1.175 1.098 8.435 3.2 -0.9 -2.7 -0.606
O -2.616 1.411 -8.427 0.0 0.0 0.3 -0.379
Cl -1.832 1.473 -7.214 0.4 0.2 -0.6 0.621
O -0.925 0.344 -7.167 -0.2 0.0 0.1 -0.403
O -2.721 1.423 -6.062 -0.2 -0.1 0.3 -0.431
O -1.076 2.703 -7.183 -0.2 -0.2 0.1 -0.375
```
Forces are in eV/Å.


> Look up the molecular weight of the fourth one.

290.32 g mol⁻¹


> Number 3 is which compound?

C12H22N2O5